1.
A cluster of 2 separate species, C4H11NO in total in a non-equilibrium geometry. Source: OMol25; level of theory: ωB97M-V with the def2-TZVPD basis set.

For the LUMO energy, the calculation gives 0.805 eV. The calculation puts the HOMO-LUMO gap at 10.8885 eV. The structure (SMILES) is CC(N)=O.CC. The charge is 0.

Structure (XYZ):
```
17
Properties=species:S:1:pos:R:3:forces:R:3
C 2.150 -1.619 0.436 2.178 -1.320 -0.621
C 1.959 -0.127 0.497 -0.499 1.718 3.519
N 1.253 0.429 1.629 2.647 -7.517 -1.679
O 2.552 0.693 -0.157 0.135 -0.665 -1.247
H 1.336 -2.338 0.596 -0.515 0.704 -1.160
H 2.751 -2.068 1.253 0.184 1.297 0.237
H 2.891 -1.792 -0.430 -1.865 -0.088 0.839
H 1.071 1.308 1.566 -1.291 6.712 -0.504
H 0.651 -0.124 2.166 -0.902 -0.837 0.677
C -2.655 0.476 -1.284 -2.661 -1.358 -1.885
C -1.409 0.864 -0.516 2.634 0.947 -2.691
H -2.711 -0.322 -2.189 1.072 1.491 2.414
H -3.448 0.199 -0.626 -0.345 -1.289 0.943
H -3.315 1.236 -1.744 1.333 0.809 -0.093
H -1.433 1.161 0.533 -0.605 -1.090 0.159
H -1.134 1.881 -0.931 0.349 -1.086 0.070
H -0.511 0.143 -0.799 -1.850 1.569 1.021
```
Positions in Å, forces in eV/Å.

=====

2.
A cluster of 2 separate species, C4H11NO in total in a non-equilibrium geometry. Source: OMol25; level of theory: ωB97M-V with the def2-TZVPD basis set.

For the LUMO energy (spin up / spin down), the calculation gives -5.045 / -8.850 eV. The calculation puts the HOMO-LUMO gap (spin up / spin down) at 9.3830 / 5.5768 eV. The spin multiplicity is 2. As for the expectation value of S²: 0.7601. The charge is +1.

Structure (XYZ):
```
17
Properties=species:S:1:pos:R:3:forces:R:3
C -0.313 1.105 1.610 0.118 0.947 1.264
C -0.388 -0.041 0.600 0.927 -0.087 1.315
C -0.591 0.447 -0.802 0.647 -1.090 0.215
C -1.269 -0.611 -2.914 -0.696 -2.541 0.296
N -0.852 -0.731 -1.756 -0.823 3.241 -0.549
H -1.025 0.971 2.427 0.042 -0.309 -0.068
H 0.656 1.221 2.102 0.070 -0.396 -0.248
H -0.529 2.135 1.317 -0.121 -0.188 -0.861
H -1.155 -0.712 0.989 -0.523 0.142 -0.824
H 0.511 -0.658 0.711 0.131 0.313 -0.435
H 0.269 0.840 -1.356 0.346 0.152 0.835
H -1.383 1.203 -0.825 -0.531 -0.686 -0.484
H -1.628 0.310 -3.375 0.383 0.271 0.035
H -1.472 -1.579 -3.395 0.100 0.229 -0.499
H 2.616 -1.938 1.811 0.433 0.253 0.315
H 3.561 -0.668 1.654 -0.071 -0.318 0.383
O 2.991 -1.295 1.202 -0.433 0.067 -0.691
```
Positions in Å, forces in eV/Å.

=====

3.
A cluster of 2 separate species, C4H11NO2 in total in a non-equilibrium geometry. Source: OMol25; level of theory: ωB97M-V with the def2-TZVPD basis set.

For the LUMO energy, the calculation gives -4.048 eV. The calculation puts the HOMO-LUMO gap at 3.3712 eV. The charge is 0.

Structure (XYZ):
```
18
Properties=species:S:1:pos:R:3:forces:R:3
C 0.389 -0.148 -0.762 -2.151 -0.212 -0.186
O -0.580 0.748 -0.298 0.896 -0.934 -0.495
C 1.690 0.302 -0.083 -0.327 0.528 0.891
C 2.903 -0.196 -0.674 -0.096 -0.058 2.963
C -3.670 0.119 0.087 0.817 0.275 1.526
O -2.533 -0.674 0.253 0.733 0.937 -0.587
N 1.675 -0.343 1.391 1.012 0.645 -2.350
H 0.510 -0.109 -1.848 -0.086 0.160 -0.149
H 0.123 -1.193 -0.491 0.458 0.464 0.069
H -1.411 0.169 0.057 -0.851 -0.651 0.122
H 1.487 1.388 -0.008 1.016 -0.456 -0.129
H 3.841 0.352 -0.697 -0.286 0.419 -1.002
H 3.066 -1.251 -0.409 -0.219 -0.045 -1.184
H -3.497 0.987 -0.585 -0.021 -0.232 0.133
H -3.929 0.542 1.124 -0.384 -0.404 -1.438
H 2.643 -0.663 1.287 -0.140 -0.703 1.586
H -4.463 -0.479 -0.371 -0.322 0.108 0.230
H 1.756 0.447 2.028 -0.048 0.159 0.002
```
Positions in Å, forces in eV/Å.

=====

4.
A cluster of 2 separate species, C4H11NO2 in total in a non-equilibrium geometry. Source: OMol25; level of theory: ωB97M-V with the def2-TZVPD basis set.

For the LUMO energy, the calculation gives 0.816 eV. The calculation puts the HOMO-LUMO gap at 9.3051 eV. The structure (SMILES) is CN[C@@H](C)C=O.O. The charge is 0.

Structure (XYZ):
```
18
Properties=species:S:1:pos:R:3:forces:R:3
C -0.888 1.344 -0.565 1.260 3.676 0.867
N -0.596 0.426 -1.592 1.804 -0.646 -2.749
C 0.085 -0.771 -1.140 2.012 -1.836 -1.477
C 1.365 -0.678 -0.207 -4.797 -0.659 -0.830
C -0.851 -1.638 -0.243 3.621 -2.232 -2.785
O -1.731 -1.145 0.325 -3.126 0.825 2.128
H 0.000 1.491 0.210 -1.670 -0.015 -1.456
H -1.124 2.402 -1.011 0.438 -1.977 0.832
H -1.744 0.993 -0.030 -0.439 0.154 0.408
H -0.087 0.793 -2.472 -1.177 -0.446 2.358
H 0.553 -1.300 -2.089 -1.674 0.523 1.724
H 1.445 -1.615 0.215 0.379 -2.135 1.160
H 2.231 -0.466 -0.624 3.859 1.364 -2.375
H 1.088 -0.024 0.523 -0.041 1.769 2.333
H -0.546 -2.776 -0.107 -0.401 1.643 -0.185
O 0.552 0.787 2.741 2.387 -0.015 2.833
H 0.507 1.149 3.670 0.263 -0.661 -1.454
H -0.260 1.028 2.395 -2.699 0.668 -1.331
```
Positions in Å, forces in eV/Å.

=====

5.
A cluster of 2 separate species, C4H11NO2 in total in a non-equilibrium geometry. Source: OMol25; level of theory: ωB97M-V with the def2-TZVPD basis set.

For the LUMO energy, the calculation gives 0.649 eV. The calculation puts the HOMO-LUMO gap at 10.0839 eV. The structure (SMILES) is CC(=O)N(C)C.O. The charge is 0.

Structure (XYZ):
```
18
Properties=species:S:1:pos:R:3:forces:R:3
C 0.593 -1.309 1.643 0.097 2.259 -1.279
C -0.026 -0.087 0.890 -3.539 -0.305 3.063
O -0.637 0.736 1.620 1.540 -0.240 -0.529
N -0.365 -0.156 -0.396 0.556 -0.355 -1.440
C -1.329 0.738 -1.016 0.069 1.244 -0.103
C 0.190 -1.142 -1.308 0.943 -0.643 0.844
H 1.277 -1.713 0.919 0.515 -1.090 0.594
H 1.015 -0.937 2.579 0.328 -0.087 -0.406
H -0.256 -1.913 1.923 -0.130 -0.521 -0.337
H -0.858 1.318 -1.823 0.103 -0.323 0.129
H -1.705 1.511 -0.334 0.162 -0.670 0.094
H -2.158 0.188 -1.461 -0.041 -0.244 0.177
H 1.220 -1.379 -1.012 -0.144 0.196 -0.202
H -0.326 -2.105 -1.251 -0.322 0.180 -0.269
H 0.241 -0.770 -2.321 -0.249 0.128 -0.197
O 0.841 2.599 0.265 -0.430 0.140 0.399
H 0.547 2.071 1.045 0.232 0.476 -0.703
H 1.734 2.349 0.037 0.309 -0.145 0.164
```
Positions in Å, forces in eV/Å.

=====

6.
A structure of composition C4H11NO2 in a non-equilibrium geometry. Source: OMol25; level of theory: ωB97M-V with the def2-TZVPD basis set.

For the LUMO energy, the calculation gives 0.475 eV. The calculation puts the HOMO-LUMO gap at 8.4859 eV. The charge is 0.

Structure (XYZ):
```
18
Properties=species:S:1:pos:R:3:forces:R:3
C 1.285 -0.001 -1.014 -1.500 1.397 0.151
C 2.222 0.345 0.132 -0.084 0.057 -0.077
C -0.527 -1.315 -0.065 -1.387 -0.125 1.210
O -0.174 -1.776 0.994 -0.126 0.610 -1.315
H -0.715 -1.855 -1.002 0.464 0.047 -0.013
H 1.635 -0.871 -1.569 -0.353 -0.113 0.004
H 1.194 0.825 -1.733 0.644 0.031 -0.222
H 2.252 -0.470 0.861 0.089 0.041 0.000
H 1.893 1.242 0.664 -0.017 0.002 0.011
H 3.239 0.550 -0.213 0.050 -0.124 0.099
C -1.369 0.778 1.083 -0.031 -0.303 -0.076
N -1.249 0.017 -0.157 -0.833 0.375 0.385
O -2.474 0.003 -0.887 0.521 -0.684 0.387
H -3.014 -0.708 -0.503 -0.093 0.138 0.042
H -0.068 0.325 -0.736 2.793 -1.272 -0.751
H -0.391 0.796 1.559 0.020 -0.094 0.029
H -2.090 0.316 1.758 -0.022 0.110 0.112
H -1.651 1.798 0.828 -0.135 -0.094 0.025
```
Positions in Å, forces in eV/Å.

=====

7.
A cluster of 3 separate species, C4H11NO2 in total in a non-equilibrium geometry. Source: OMol25; level of theory: ωB97M-V with the def2-TZVPD basis set.

For the LUMO energy, the calculation gives 0.351 eV. The calculation puts the HOMO-LUMO gap at 8.1790 eV. The structure (SMILES) is C=CC(=C)N.O.O. The charge is 0.

Structure (XYZ):
```
18
Properties=species:S:1:pos:R:3:forces:R:3
C 1.894 -0.478 0.837 -0.177 0.042 0.872
C 0.768 -0.306 0.163 -0.401 -0.572 -0.823
C 0.669 -0.550 -1.295 -0.722 -1.585 0.451
C 0.969 -1.767 -1.789 -0.225 0.465 -0.455
N 0.042 0.447 -2.017 -0.338 1.227 -0.329
H 1.957 -0.180 1.879 -0.162 -0.365 0.102
H 2.768 -0.975 0.446 0.206 0.484 -0.534
H -0.218 -0.146 0.585 0.426 0.973 0.542
H 0.926 -2.643 -1.163 0.831 0.054 0.276
H 1.007 -1.925 -2.855 -0.330 -0.100 -0.232
H -0.638 0.193 -2.718 0.458 -0.588 -0.176
H -0.407 1.175 -1.475 0.624 0.010 0.295
O -2.047 -0.357 1.711 -0.390 -0.122 0.021
H -2.270 -1.241 1.392 0.051 0.096 0.096
H -2.851 0.158 1.570 0.030 -0.199 -0.056
O -1.070 2.429 1.415 -0.032 0.119 0.237
H -0.356 2.355 2.059 0.132 0.038 -0.193
H -1.799 2.006 1.878 0.020 0.023 -0.094
```
Positions in Å, forces in eV/Å.

=====

8.
A cluster of 2 separate species, C4H11NO2 in total in a non-equilibrium geometry. Source: OMol25; level of theory: ωB97M-V with the def2-TZVPD basis set.

For the LUMO energy, the calculation gives 0.664 eV. The calculation puts the HOMO-LUMO gap at 10.2548 eV. The structure (SMILES) is CCCC(N)=O.O. The charge is 0.

Structure (XYZ):
```
18
Properties=species:S:1:pos:R:3:forces:R:3
C 2.493 -0.815 -0.241 -1.346 0.030 -0.544
C 0.939 -0.804 -0.261 0.726 0.786 -0.037
C 0.488 -0.095 1.013 -1.442 0.768 -0.988
C -0.994 0.071 1.281 -0.120 -0.246 -0.381
N -1.686 0.819 0.347 -0.009 0.107 0.178
O -1.557 -0.421 2.236 -0.005 -0.130 -0.059
H 2.850 0.117 0.169 0.279 0.313 -0.010
H 2.801 -1.615 0.407 0.451 -0.382 0.170
H 2.864 -0.948 -1.254 0.335 -0.144 0.082
H 0.583 -1.810 -0.399 -0.360 -0.460 0.309
H 0.555 -0.236 -1.112 0.071 -0.030 0.077
H 0.776 0.951 0.880 0.721 -0.025 0.371
H 0.873 -0.531 1.892 0.794 -0.350 0.970
H -1.266 1.625 -0.091 0.347 -0.302 -0.165
H -2.626 1.006 0.636 -0.455 -0.001 0.117
O -0.047 0.885 -3.212 -0.219 0.289 0.014
H 0.767 0.408 -3.036 -0.030 -0.163 -0.254
H -0.524 0.421 -3.910 0.262 -0.060 0.150
```
Positions in Å, forces in eV/Å.

=====

9.
A cluster of 2 separate species, C4H11NO2 in total in a non-equilibrium geometry. Source: OMol25; level of theory: ωB97M-V with the def2-TZVPD basis set.

For the LUMO energy, the calculation gives 0.895 eV. The calculation puts the HOMO-LUMO gap at 10.2591 eV. The structure (SMILES) is CCOC(C)=O.N. The charge is 0.

Structure (XYZ):
```
18
Properties=species:S:1:pos:R:3:forces:R:3
C -0.301 -2.025 -0.720 0.846 -1.862 -2.758
C -1.593 -1.413 -1.465 7.073 2.626 2.618
O -1.281 0.309 -1.454 -2.409 -2.062 -1.963
C -0.633 1.174 -0.669 -0.438 -3.629 2.476
C -0.685 2.561 -1.130 4.617 -0.017 -0.835
O -0.022 0.770 0.309 -0.059 1.209 -0.306
H 0.401 -2.427 -1.586 -1.113 1.167 1.598
H 0.288 -1.367 -0.101 -0.331 0.380 -0.028
H -0.420 -2.983 -0.173 -0.811 0.703 -0.043
H -2.424 -1.803 -1.040 -3.179 0.259 1.372
H -1.425 -1.651 -2.459 -0.387 0.398 -1.943
H -1.535 3.055 -1.424 -2.388 0.576 -0.337
H -0.083 2.394 -2.089 -0.576 0.859 0.892
H -0.041 3.180 -0.444 -0.824 -0.604 -0.696
N 2.351 -0.132 3.653 -2.935 1.001 0.556
H 1.506 0.420 3.236 2.873 -1.416 0.623
H 3.132 -0.394 3.122 0.428 -0.143 -1.778
H 2.765 0.333 4.435 -0.386 0.554 0.552
```
Positions in Å, forces in eV/Å.

=====

10.
A cluster of 2 separate species, C4H11NO2 in total in a non-equilibrium geometry. Source: OMol25; level of theory: ωB97M-V with the def2-TZVPD basis set.

For the LUMO energy, the calculation gives 0.564 eV. The calculation puts the HOMO-LUMO gap at 9.8523 eV. The structure (SMILES) is CN(C)CC=O.O. The charge is 0.

Structure (XYZ):
```
18
Properties=species:S:1:pos:R:3:forces:R:3
C 1.441 0.507 0.490 -3.027 2.255 -4.628
N -0.078 1.022 0.530 3.834 -0.894 -0.556
C -0.342 1.237 1.938 -0.028 -0.086 0.657
C -0.863 0.058 -0.165 -1.146 -1.790 0.888
C -0.768 0.162 -1.690 -0.195 -3.530 -1.469
O -1.162 -0.801 -2.386 0.343 2.985 1.425
H 1.427 -0.359 1.008 0.507 -2.791 1.901
H 1.831 0.320 -0.604 -1.039 0.352 1.940
H 1.977 1.309 0.865 1.384 1.144 1.045
H 0.335 2.100 2.260 -0.835 -1.456 -0.033
H -0.244 0.276 2.609 0.069 1.695 -1.038
H -1.370 1.603 2.013 0.046 -0.101 0.257
H -1.919 0.215 0.145 0.301 -0.055 -0.493
H -0.689 -1.114 0.155 -0.157 2.543 -0.915
H -0.181 0.930 -2.243 -0.445 0.316 0.801
O 0.204 -2.810 -1.431 -0.013 -0.235 -0.506
H -0.383 -2.613 -2.202 0.903 0.109 1.159
H 0.785 -2.043 -1.294 -0.501 -0.464 -0.434
```
Positions in Å, forces in eV/Å.

=====

11.
A cluster of 2 separate species, C4H11NO2 in total in a non-equilibrium geometry. Source: OMol25; level of theory: ωB97M-V with the def2-TZVPD basis set.

For the LUMO energy, the calculation gives 0.563 eV. The calculation puts the HOMO-LUMO gap at 9.4636 eV. The structure (SMILES) is C[C@H](N)CC=O.O. The charge is 0.

Structure (XYZ):
```
18
Properties=species:S:1:pos:R:3:forces:R:3
C 1.587 -0.382 -0.143 -0.321 -0.748 0.081
C 0.325 0.493 -0.357 1.390 0.458 -1.833
N -0.890 0.128 0.318 0.578 -0.019 2.283
C 0.043 0.365 -1.905 2.449 0.375 -0.328
C -1.364 0.695 -2.275 -2.168 0.622 -0.515
O -1.890 0.980 -3.333 1.539 -0.077 -0.403
H 1.275 -1.423 -0.417 0.601 0.651 -0.013
H 2.408 -0.013 -0.806 -0.583 -0.484 0.496
H 1.965 -0.468 0.892 -0.277 0.439 -0.333
H 0.675 1.548 -0.164 -1.008 -0.807 0.126
H -0.690 0.113 1.336 -0.351 0.063 -0.637
H -1.123 -0.838 0.109 -0.005 -0.064 -0.185
H 0.943 0.887 -2.465 -2.253 -0.762 0.697
H 0.188 -0.715 -2.154 -0.284 0.529 0.061
H -2.122 0.636 -1.478 0.691 -0.203 0.577
O -0.369 -0.692 3.907 0.190 0.189 -0.126
H -1.011 -1.219 4.391 0.048 0.095 0.129
H 0.049 -0.097 4.544 -0.235 -0.257 -0.076
```
Positions in Å, forces in eV/Å.

=====

12.
The molecule C4H11NO2 in a non-equilibrium geometry. Source: OMol25; level of theory: ωB97M-V with the def2-TZVPD basis set.

For the LUMO energy, the calculation gives 0.798 eV. The calculation puts the HOMO-LUMO gap at 10.5189 eV. The structure (SMILES) is CC(C)[C@H](N)OO. The charge is 0.

Structure (XYZ):
```
18
Properties=species:S:1:pos:R:3:forces:R:3
C 1.407 -0.341 0.707 -0.394 0.569 -0.067
C 0.224 0.657 0.409 1.766 -1.483 1.121
C 0.712 1.697 -0.597 -0.422 0.055 -0.236
C -1.061 -0.081 0.048 -0.859 0.882 -1.681
N -1.339 -1.400 0.577 0.669 0.157 0.079
O -1.192 -0.137 -1.446 0.259 -0.794 1.311
O -0.383 -1.277 -1.891 -0.855 0.723 0.487
H 1.187 -1.007 1.547 -0.020 0.003 -0.124
H 1.654 -0.944 -0.170 -0.129 0.064 0.072
H 2.297 0.233 0.986 -0.105 -0.045 -0.043
H 0.041 1.172 1.361 -0.140 -0.017 -0.080
H 1.516 2.301 -0.166 -0.137 -0.166 0.107
H 1.107 1.228 -1.505 -0.214 0.007 0.139
H -0.096 2.378 -0.880 0.095 -0.060 -0.092
H -1.888 0.568 0.359 -0.042 0.288 -0.704
H -0.996 -1.501 1.534 -0.315 -0.138 -0.484
H -2.334 -1.595 0.491 0.284 0.111 0.432
H -0.855 -1.951 -1.362 0.562 -0.157 -0.236
```
Positions in Å, forces in eV/Å.